# 1
# C28H52P2Pd

A structure of composition C28H52P2Pd in a non-equilibrium geometry (ωB97M-V/def2-TZVPD, OMol25).

```
83
Properties=species:S:1:pos:R:3:lowdin_spin:R:1
Pd -1.60369 1.78430 -1.32019 0.30
C -0.30192 0.44476 3.45648 0.32
C -1.46061 -0.31948 3.17256 0.32
C 0.28763 -1.77985 3.49370 0.33
C 0.78729 -0.45403 3.63188 0.33
C -1.10284 -1.69230 3.23546 0.32
C -0.21458 1.91588 3.61720 0.05
H -1.12520 2.40505 3.25743 0.00
H 0.64533 2.31353 3.05928 0.01
H -0.07280 2.19531 4.67096 0.02
C 2.17432 -0.08749 3.96731 0.05
H 2.33176 0.99041 3.84383 0.00
H 2.88076 -0.62269 3.32013 0.01
H 2.44228 -0.33674 5.00745 0.02
C 1.07935 -3.01671 3.68866 0.05
H 1.33984 -3.15517 4.75069 0.02
H 2.01883 -2.97228 3.11930 0.01
H 0.50810 -3.89319 3.35658 0.00
C -2.03285 -2.84523 3.16380 0.05
H -2.14420 -3.30855 4.15549 0.02
H -1.65653 -3.62362 2.48416 0.01
H -3.03051 -2.52616 2.83670 0.00
C -2.82102 0.21683 2.89595 0.04
H -3.43471 0.23428 3.81260 0.02
H -3.34117 -0.42017 2.16153 0.01
H -2.76047 1.24736 2.51307 0.00
C -0.29989 2.48318 -3.28910 0.01
C -1.04034 3.37593 -2.32520 0.07
C -2.33551 4.05254 -2.73113 0.02
C -3.62181 3.12006 -2.71430 0.02
C -3.41821 1.74592 -2.15159 0.03
C -2.59563 0.75885 -2.77620 0.02
C -2.05745 0.88921 -4.20154 0.00
C -1.14643 2.08863 -4.49174 0.00
H -2.28721 4.61799 -3.67630 0.01
H -4.08121 3.07853 -3.71463 0.00
H -2.53753 4.80064 -1.94628 0.00
H -1.75876 2.93406 -4.81297 0.00
H 0.66645 2.95448 -3.56193 0.00
H -0.40631 3.90632 -1.59485 0.01
H -0.47404 1.85075 -5.32539 0.00
H -1.51146 -0.02517 -4.47387 0.00
H -2.71448 -0.28710 -2.45868 0.00
H -2.94156 0.91737 -4.87665 0.00
H -4.36328 3.58548 -2.04978 0.00
H -4.04539 1.38605 -1.32653 0.01
P 0.52209 0.82672 -2.41016 0.19
P 0.09250 -2.28867 -0.70343 0.04
C 0.97748 -0.88727 -3.11067 0.06
C 0.20284 -2.12063 -2.55252 0.01
H 2.05937 -1.04536 -2.98453 0.00
H 0.79621 -0.80182 -4.19396 0.00
H -0.82815 -2.08858 -2.94135 0.00
H 0.68113 -3.04377 -2.91905 0.00
C 0.21350 -4.06051 -0.38074 0.00
H 0.11038 -4.22644 0.70615 0.00
H 1.21355 -4.38153 -0.69991 0.00
H -0.57205 -4.59283 -0.93239 0.00
C -1.75627 -2.06157 -0.62484 0.01
H -2.20810 -2.53501 -1.50988 0.00
H -2.01543 -0.98595 -0.62744 0.00
H -2.19743 -2.49626 0.27998 0.00
C 2.05794 1.66358 -1.93253 0.03
H 2.07603 1.79758 -0.83639 0.01
H 2.06136 2.65277 -2.40165 0.00
H 2.95328 1.11700 -2.27388 0.00
C -0.94683 2.32974 0.51992 0.17
H -0.55977 1.52138 1.16156 0.01
H -1.92669 2.68178 0.89913 0.03
H -0.25062 3.16820 0.40537 0.01
C 4.26255 0.46645 0.85674 0.04
C 3.96109 -0.95236 0.35025 0.09
C 4.56024 -2.04774 1.24001 0.03
C 2.50783 -1.08234 0.11246 0.67
H 3.71085 0.67399 1.78846 0.00
H 3.96627 1.21043 0.10266 0.00
H 5.33082 0.60392 1.06240 0.01
H 4.42175 -1.06505 -0.64844 0.00
H 4.12077 -2.04412 2.24690 0.00
H 4.38528 -3.03262 0.79005 0.00
H 5.64136 -1.89803 1.33534 0.00
H 1.79452 -0.79491 0.90077 0.04
H 2.15803 -1.10792 -0.92774 0.04
```

**Strongest force on any atom**: 4.93 eV/Å
**Net charge**: +2
**HOMO-LUMO gap (spin up / spin down)**: 6.383 / 5.309 eV
**Relative energy (zero: lowest compared OMol25 entry of this formula, charge and spin)**: 4.2108 eV
**2S+1**: 5
**⟨S²⟩**: 6.0173
**E_LUMO (spin up / spin down)**: -6.0835 / -7.8715 eV
**Energy**: -51914.4416 eV


# 2
# C28H53BrN3O12S5

A cluster of 6 separate species, C28H53BrN3O12S5 in total in a non-equilibrium geometry (ωB97M-V/def2-TZVPD, OMol25).

```
102
Properties=species:S:1:pos:R:3:lowdin_charge:R:1
C 4.57367 1.59439 3.49922 -0.10
C 3.73595 2.87162 3.00087 -0.19
C 2.33139 2.30023 2.58880 -0.21
N 1.21447 3.32397 2.54363 0.08
C 0.11409 2.71848 3.24384 -0.19
N -0.47385 3.27530 4.38830 0.16
C -1.48725 2.35029 4.76827 0.02
C -1.55635 1.18787 3.86822 -0.08
C -2.50389 -0.04130 3.96349 -0.08
C -2.32734 -1.09904 2.80553 -0.75
O -1.36638 -1.84341 2.86468 0.00
Br -3.65986 -1.22602 1.34683 0.77
N -0.51228 1.51590 2.94941 -0.03
O -0.14753 0.75491 1.88168 0.07
H 5.64707 1.62614 3.17493 0.09
H 4.08939 0.64009 3.12688 0.05
H 4.45533 1.57095 4.61564 0.06
H 3.59142 3.54961 3.90100 0.11
H 4.24518 3.44068 2.17771 0.11
H 2.04408 1.55572 3.40058 0.09
H 2.34500 1.70820 1.62701 0.13
H 1.47255 4.14580 3.10357 0.13
H -0.22674 4.15305 4.84904 0.18
H -2.15577 2.43561 5.65976 0.14
H -2.42576 -0.60102 4.94502 0.14
H -3.57253 0.33270 3.90792 0.13
H 0.65261 0.26893 2.20318 0.12
C -5.56129 0.93185 -4.00351 -0.21
C -4.23229 0.97022 -3.24547 -0.22
C -4.53984 1.37781 -1.80053 -0.23
S -6.21199 0.82227 -1.46899 0.66
O -7.04801 1.97748 -1.26192 -0.31
O -6.17362 -0.27637 -0.52905 -0.38
C -6.53093 0.17658 -3.10241 -0.23
H -5.45870 0.44797 -4.97542 0.12
H -5.92130 1.95134 -4.16940 0.12
H -3.77687 -0.02463 -3.25888 0.12
H -3.52420 1.65956 -3.70726 0.10
H -3.85609 0.90656 -1.09398 0.07
H -4.51360 2.46104 -1.67611 0.11
H -7.57549 0.33554 -3.36578 0.11
H -6.30465 -0.89112 -3.08857 0.11
C 2.80078 -3.20205 6.40650 -0.20
C 1.34556 -2.72832 6.45630 -0.20
C 1.32532 -1.26261 6.01273 -0.22
S 2.72466 -1.05444 4.91347 0.69
O 3.66263 -0.15652 5.53427 -0.32
O 2.24261 -0.85655 3.55645 -0.35
C 3.34872 -2.71822 5.06929 -0.21
H 2.87722 -4.28553 6.50125 0.13
H 3.36446 -2.74987 7.22774 0.12
H 0.74314 -3.32958 5.76903 0.11
H 0.91722 -2.84360 7.45298 0.12
H 0.40687 -1.01532 5.47905 0.08
H 1.45752 -0.58643 6.85828 0.11
H 4.43695 -2.71154 5.02718 0.12
H 2.94368 -3.30511 4.24249 0.11
C 1.17770 -0.25915 -2.43111 -0.22
C 0.09477 0.46795 -1.62807 -0.22
C -0.29060 1.72641 -2.41091 -0.21
S 0.02154 1.35644 -4.13649 0.67
O 1.08751 2.20845 -4.60283 -0.31
O -1.23685 1.24583 -4.83501 -0.32
C 0.68018 -0.28178 -3.87122 -0.22
H 1.35462 -1.26701 -2.05289 0.12
H 2.11859 0.29568 -2.36879 0.12
H -0.77897 -0.18284 -1.52300 0.12
H 0.43746 0.71984 -0.62341 0.09
H -1.34333 1.97605 -2.28023 0.09
H 0.33053 2.57794 -2.13114 0.11
H 1.46753 -0.48670 -4.59496 0.11
H -0.13809 -0.99361 -3.99374 0.11
C 1.30685 4.22073 -8.48169 -0.22
C 2.21410 3.79495 -7.32379 -0.22
C 3.62535 3.61360 -7.88987 -0.22
S 3.74580 4.71376 -9.29910 0.66
O 3.89242 3.91762 -10.49271 -0.32
O 4.64567 5.79631 -8.98301 -0.33
C 2.06600 5.31556 -9.22201 -0.24
H 0.33753 4.57485 -8.12758 0.12
H 1.13375 3.36976 -9.14715 0.12
H 2.22143 4.57814 -6.56015 0.12
H 1.86011 2.87992 -6.84916 0.09
H 4.38941 3.87837 -7.16001 0.10
H 3.78666 2.59477 -8.24330 0.10
H 1.68999 5.49507 -10.22810 0.11
H 2.07144 6.24562 -8.65096 0.11
C -2.15160 -7.07876 2.12488 -0.22
C -1.94736 -5.56657 2.00971 -0.22
C -0.66153 -5.21364 2.73750 -0.24
S 0.38148 -6.66831 2.65325 0.66
O 0.56066 -7.18482 3.98844 -0.32
O 1.49683 -6.40407 1.77661 -0.33
C -0.80023 -7.70123 1.79334 -0.23
H -2.93474 -7.43574 1.45483 0.12
H -2.44002 -7.33523 3.14854 0.12
H -1.85794 -5.29158 0.95458 0.12
H -2.78865 -5.00915 2.42572 0.11
H -0.15033 -4.37522 2.26593 0.09
H -0.84738 -4.99208 3.78919 0.10
H -0.70756 -8.73269 2.12970 0.11
H -0.58585 -7.63353 0.72539 0.11
```

**Strongest force on any atom**: 4.85 eV/Å
**Net charge**: +1
**HOMO-LUMO gap**: 8.314 eV
**Relative energy (zero: lowest compared OMol25 entry of this formula, charge and spin)**: 0.0000 eV
**E_LUMO**: -2.9088 eV
**Energy**: -183143.7543 eV


# 3
# C28H53ClN2O4S

A cluster of 3 separate species, C28H53ClN2O4S in total in a non-equilibrium geometry (ωB97M-V/def2-TZVPD, OMol25).

```
89
Properties=species:S:1:pos:R:3:lowdin_charge:R:1
N 2.80542 2.02155 3.28545 0.00
C 1.45326 2.47996 3.63025 -0.24
C 0.42172 2.36616 2.49019 -0.22
O 0.17426 3.57357 1.79685 -0.13
C 1.03857 3.73158 0.65404 -0.31
C 0.49732 2.85886 -0.49257 -0.15
C -1.02955 2.73338 -0.50001 -0.18
C -1.47539 1.97459 -1.78321 -0.19
C -2.35965 2.77186 -2.76738 -0.25
S -1.87957 4.47684 -3.02274 0.34
O -2.39666 4.84838 -4.29912 -0.34
O -0.46600 4.63941 -2.92346 -0.31
Cl -2.87608 5.61341 -1.64253 0.41
C 0.91692 5.19504 0.24519 -0.10
C 2.01356 5.71871 -0.72851 -0.08
C 3.25699 4.84647 -0.84357 -0.38
O 4.02993 4.79556 0.09971 0.09
N 3.53934 4.12467 -2.09005 0.10
C 3.89893 2.74901 -1.84911 -0.28
C 5.07613 2.35295 -1.26311 -0.03
C 5.32877 1.03286 -1.03438 -0.08
C 4.41435 0.08057 -1.38825 -0.09
C 3.25296 0.44699 -2.00994 -0.08
C 3.02424 1.77567 -2.22769 -0.06
H 3.30836 2.73414 2.77322 0.06
H 2.77393 1.15572 2.76660 0.06
H 1.10987 1.79328 4.41350 0.10
H 1.47262 3.46751 4.08711 0.12
H 0.72776 1.54212 1.83353 0.11
H -0.53027 2.06003 2.93929 0.12
H 2.03682 3.44400 0.98769 0.13
H 0.88208 3.16446 -1.46162 0.08
H 0.87184 1.84228 -0.31839 0.11
H -1.53789 3.68704 -0.36436 0.06
H -1.33138 2.11467 0.34471 0.11
H -2.02241 1.07537 -1.49731 0.10
H -0.58545 1.62374 -2.30868 0.10
H -2.28718 2.30682 -3.74952 0.11
H -3.39785 2.68632 -2.44815 0.11
H -0.03481 5.28099 -0.28351 0.09
H 0.82205 5.85208 1.10798 0.12
H 1.62384 5.91230 -1.72874 0.10
H 2.33740 6.68950 -0.35319 0.12
H 4.35777 4.58048 -2.48788 0.13
H 5.78449 3.12589 -0.99126 0.12
H 6.25572 0.72911 -0.56782 0.11
H 4.61363 -0.96550 -1.19101 0.10
H 2.48390 -0.25120 -2.31184 0.09
H 2.11086 2.10101 -2.70808 0.11
C 1.98968 -5.77431 0.25297 -0.11
C 0.80693 -5.49325 -0.66864 -0.27
C 1.16792 -4.62400 -1.87248 -0.22
C 1.66600 -3.21978 -1.52850 -0.23
C 0.70405 -2.37325 -0.69673 -0.26
C -0.61741 -2.08977 -1.40406 -0.11
H 2.39025 -4.85736 0.68845 0.06
H 1.68638 -6.42239 1.07659 0.07
H 2.79428 -6.27545 -0.28902 0.08
H -0.00364 -5.03197 -0.09626 0.09
H 0.41577 -6.44546 -1.03658 0.11
H 0.29678 -4.55215 -2.53013 0.10
H 1.94190 -5.13103 -2.45724 0.11
H 1.88513 -2.69191 -2.46302 0.10
H 2.61903 -3.29214 -0.99600 0.10
H 1.18953 -1.41854 -0.47105 0.09
H 0.50861 -2.85176 0.26727 0.09
H -0.45057 -1.57263 -2.35247 0.07
H -1.24981 -1.45446 -0.77963 0.05
H -1.17057 -3.00826 -1.60678 0.07
C -2.38951 -1.71320 2.60918 -0.11
C -2.57338 -3.17268 2.20349 -0.26
C -3.55467 -3.36249 1.04773 -0.23
C -4.99043 -2.91646 1.32871 -0.23
C -5.65424 -3.59241 2.52734 -0.27
C -5.79868 -5.10296 2.36763 -0.11
H -3.32121 -1.27220 2.96692 0.07
H -1.65733 -1.62948 3.41410 0.07
H -2.03025 -1.11736 1.76601 0.06
H -2.88939 -3.75866 3.07077 0.10
H -1.60220 -3.57599 1.90078 0.09
H -3.55235 -4.41603 0.75316 0.10
H -3.18537 -2.80812 0.17874 0.09
H -5.59298 -3.10722 0.43487 0.11
H -5.01370 -1.83286 1.47815 0.10
H -6.64892 -3.15870 2.66053 0.10
H -5.10001 -3.37187 3.44380 0.10
H -6.38495 -5.34566 1.47891 0.07
H -6.30775 -5.53119 3.23231 0.07
H -4.82844 -5.59479 2.28191 0.06
```

**Strongest force on any atom**: 2.26 eV/Å
**SMILES**: NCCO[C@@H](CCCCS(=O)(=O)Cl)CCC(=O)Nc1ccccc1.CCCCCC.CCCCCC
**HOMO-LUMO gap**: 8.775 eV
**E_LUMO**: -0.0170 eV
**Energy**: -64422.7620 eV